1.
{"formula": "C40H54AsGeN6O2Ti", "method": "ωB97M-V/def2-TZVPD", "symbols": ["Ti", "N", "C", "C", "N", "C", "C", "N", "C", "C", "N", "H", "H", "H", "H", "H", "H", "H", "H", "H", "H", "H", "H", "H", "H", "H", "H", "H", "H", "O", "C", "C", "C", "C", "N", "C", "C", "C", "C", "C", "C", "O", "C", "C", "N", "H", "H", "H", "H", "H", "H", "H", "H", "H", "H", "H", "H", "C", "C", "C", "C", "C", "C", "As", "C", "C", "C", "C", "C", "C", "C", "C", "C", "C", "C", "C", "H", "H", "H", "H", "H", "H", "H", "H", "H", "H", "H", "H", "H", "C", "Ge", "C", "C", "C", "H", "H", "H", "H", "H", "H", "H", "H", "H", "H", "H"], "coordinates": [[0.10, -0.69, 0.22], [1.89, -1.34, 1.29], [2.93, -1.89, 0.40], [3.43, -0.77, -0.51], [2.32, 0.07, -1.02], [2.64, 1.49, -0.80], [2.31, 1.90, 0.62], [0.92, 1.50, 0.88], [2.06, -0.16, -2.44], [1.57, -1.58, -2.70], [0.57, -1.98, -1.68], [2.33, -0.63, 1.87], [1.60, -2.09, 1.92], [2.49, -2.71, -0.17], [3.77, -2.29, 0.96], [4.01, -1.19, -1.34], [4.11, -0.14, 0.06], [3.68, 1.73, -1.04], [2.01, 2.09, -1.47], [2.46, 2.98, 0.73], [2.97, 1.41, 1.34], [0.33, 2.01, 0.22], [0.64, 1.83, 1.80], [2.96, 0.02, -3.05], [1.30, 0.57, -2.75], [2.41, -2.26, -2.67], [1.14, -1.62, -3.70], [0.78, -2.92, -1.36], [-0.34, -2.06, -2.11], [-6.32, -0.72, -1.76], [-5.37, -0.37, -2.73], [-4.03, -0.24, -2.08], [-2.87, -0.14, -2.85], [-1.65, -0.07, -2.22], [-1.50, -0.11, -0.88], [-2.63, -0.12, -0.13], [-3.89, -0.21, -0.71], [-2.42, -0.03, 1.32], [-3.44, 0.04, 2.25], [-3.15, 0.19, 3.60], [-4.26, 0.21, 4.62], [-5.45, 0.77, 4.11], [-1.81, 0.29, 3.97], [-0.84, 0.16, 3.00], [-1.12, -0.02, 1.70], [-7.16, -0.90, -2.19], [-5.60, 0.59, -3.20], [-5.30, -1.12, -3.53], [-2.92, -0.12, -3.93], [-0.75, 0.02, -2.80], [-4.78, -0.27, -0.10], [-4.48, -0.03, 1.95], [-3.93, 0.69, 5.54], [-4.50, -0.83, 4.86], [-5.37, 1.73, 4.09], [-1.53, 0.44, 5.00], [0.21, 0.16, 3.27], [1.61, 6.85, -3.83], [0.41, 6.43, -4.40], [-0.29, 5.36, -3.84], [0.20, 4.71, -2.72], [1.41, 5.12, -2.17], [2.10, 6.19, -2.71], [-0.69, 3.17, -1.90], [-2.48, 3.31, -2.63], [-2.91, 2.93, -3.89], [-4.25, 3.08, -4.24], [-5.15, 3.59, -3.32], [-4.73, 3.96, -2.05], [-3.39, 3.84, -1.70], [-2.80, 4.26, -0.42], [-3.47, 4.90, 0.61], [-2.78, 5.34, 1.73], [-1.41, 5.14, 1.83], [-0.73, 4.48, 0.81], [-1.41, 4.06, -0.32], [2.16, 7.67, -4.26], [0.02, 6.93, -5.27], [-1.22, 5.04, -4.30], [1.81, 4.62, -1.29], [3.03, 6.51, -2.26], [-2.20, 2.52, -4.60], [-4.58, 2.82, -5.24], [-6.19, 3.72, -3.60], [-5.46, 4.36, -1.35], [-4.54, 5.08, 0.54], [-3.30, 5.85, 2.52], [-0.87, 5.51, 2.69], [0.35, 4.36, 0.89], [1.48, -4.63, 1.98], [-0.30, -3.78, 2.30], [-1.59, -5.25, 2.49], [-0.17, -2.87, 4.05], [-0.80, -2.58, 0.79], [1.51, -5.55, 2.56], [2.33, -4.03, 2.31], [1.63, -4.91, 0.93], [-1.31, -5.85, 3.35], [-1.60, -5.90, 1.61], [-2.61, -4.89, 2.65], [0.06, -3.63, 4.80], [-1.11, -2.42, 4.33], [0.61, -2.11, 4.11], [-1.85, -2.37, 1.00], [-0.82, -3.26, -0.07]], "mulliken_spin": [0.93, -0.04, 0.01, 0.00, 0.00, -0.01, 0.01, 0.03, 0.04, 0.00, 0.05, 0.00, 0.00, 0.00, 0.00, 0.00, 0.00, 0.00, 0.00, 0.00, 0.00, -0.02, 0.00, 0.00, -0.02, 0.00, 0.00, 0.00, 0.01, 0.00, 0.00, 0.00, 0.00, 0.02, -0.08, 0.04, 0.00, 0.00, 0.00, 0.00, 0.00, 0.00, 0.00, 0.01, 0.04, 0.00, 0.00, 0.00, 0.00, 0.00, 0.00, 0.00, 0.00, 0.00, 0.00, 0.00, -0.01, 0.00, 0.00, 0.00, 0.00, 0.00, 0.00, 0.01, 0.00, 0.00, 0.00, 0.00, 0.00, 0.00, 0.00, 0.00, 0.00, 0.00, 0.00, 0.00, 0.00, 0.00, 0.00, 0.00, 0.00, 0.00, 0.00, 0.00, 0.00, 0.00, 0.00, 0.00, 0.00, 0.00, 0.00, 0.00, 0.00, -0.03, 0.00, 0.00, 0.00, 0.00, 0.00, 0.00, 0.00, 0.00, 0.00, 0.00, 0.01], "relative_energy_kcal_mol": 4.25, "spin_multiplicity": 2, "lumo_ev": [-5.832, -5.970], "charge": 2, "homo_lumo_gap_ev": [7.03, 6.90]}


2.
{"formula": "C40H54BIrN8O2S", "method": "ωB97M-V/def2-TZVPD", "symbols": ["Ir", "C", "C", "C", "C", "C", "C", "C", "C", "C", "N", "N", "B", "N", "N", "C", "C", "C", "C", "C", "C", "C", "C", "C", "N", "N", "C", "C", "C", "C", "C", "C", "C", "C", "C", "H", "H", "H", "H", "H", "H", "H", "H", "H", "H", "H", "H", "H", "H", "H", "H", "H", "H", "H", "H", "H", "H", "H", "H", "H", "H", "H", "H", "H", "H", "H", "H", "H", "H", "H", "H", "H", "H", "H", "H", "H", "H", "H", "H", "H", "H", "O", "C", "O", "C", "C", "C", "C", "C", "C", "S", "H", "H", "H", "H", "N", "C", "C", "C", "C", "N", "C", "C", "H", "H", "H", "H"], "coordinates": [[-0.25, -0.46, 0.00], [1.54, -2.83, -2.04], [2.46, -1.65, -2.36], [3.69, -2.15, -3.12], [2.86, -0.91, -1.12], [4.15, -0.52, -0.77], [4.04, 0.23, 0.38], [5.25, 0.78, 1.07], [5.22, 2.27, 1.42], [5.62, -0.09, 2.27], [2.72, 0.28, 0.71], [2.02, -0.42, -0.21], [2.00, 1.22, 1.71], [1.04, 0.52, 2.70], [-0.15, 0.05, 2.25], [-0.88, -0.34, 3.30], [-0.14, -0.09, 4.45], [1.08, 0.45, 4.05], [2.13, 0.73, 5.10], [3.28, 1.68, 4.80], [2.70, -0.63, 5.55], [-2.22, -1.03, 3.38], [-3.16, -0.27, 4.32], [-2.96, -1.31, 2.07], [1.17, 2.20, 0.84], [0.49, 1.75, -0.22], [0.01, 2.79, -0.90], [0.39, 3.96, -0.24], [1.13, 3.55, 0.85], [1.77, 4.38, 1.92], [0.89, 4.39, 3.18], [2.07, 5.80, 1.47], [-0.78, 2.65, -2.17], [-0.60, 1.27, -2.81], [-0.41, 3.75, -3.17], [1.34, -3.40, -2.95], [0.59, -2.47, -1.65], [2.00, -3.50, -1.32], [1.91, -0.95, -3.00], [4.27, -2.83, -2.50], [4.32, -1.33, -3.44], [3.37, -2.70, -4.01], [5.07, -0.75, -1.28], [6.05, 0.66, 0.33], [4.75, 2.46, 2.38], [4.68, 2.83, 0.66], [6.24, 2.65, 1.48], [4.79, -0.17, 2.97], [6.48, 0.31, 2.79], [5.86, -1.10, 1.94], [2.80, 1.81, 2.32], [-0.44, -0.30, 5.46], [1.57, 1.15, 5.94], [3.93, 1.26, 4.05], [3.87, 1.81, 5.71], [2.93, 2.65, 4.48], [3.15, -1.14, 4.71], [1.92, -1.25, 5.97], [3.46, -0.48, 6.31], [-1.99, -1.99, 3.86], [-3.42, 0.70, 3.90], [-2.72, -0.12, 5.30], [-4.07, -0.85, 4.44], [-3.69, -0.53, 1.87], [-3.50, -2.26, 2.14], [-2.27, -1.37, 1.23], [0.16, 4.97, -0.53], [2.72, 3.90, 2.17], [-0.07, 4.84, 2.96], [1.38, 4.96, 3.96], [0.73, 3.38, 3.54], [1.15, 6.35, 1.29], [2.67, 5.81, 0.56], [2.63, 6.32, 2.25], [-1.85, 2.78, -1.92], [0.40, 1.20, -3.24], [-1.34, 1.11, -3.59], [-0.71, 0.48, -2.07], [0.67, 3.75, -3.33], [-0.71, 4.73, -2.81], [-0.90, 3.58, -4.12], [-3.53, -2.73, -1.37], [-2.36, -2.74, -1.02], [-1.58, -1.75, -1.17], [-1.79, -4.03, -0.46], [-2.32, -5.20, -0.98], [-1.92, -6.44, -0.52], [-1.01, -6.53, 0.53], [-0.47, -5.38, 1.06], [-0.80, -4.12, 0.54], [0.08, -2.79, 1.23], [-3.05, -5.11, -1.76], [-2.32, -7.33, -0.96], [-0.71, -7.49, 0.91], [0.25, -5.42, 1.86], [-6.11, 4.67, 0.02], [-5.30, 3.86, 0.05], [-4.29, 2.86, 0.09], [-3.22, 2.99, 0.98], [-2.26, 2.00, 0.99], [-2.29, 0.95, 0.18], [-3.31, 0.81, -0.65], [-4.35, 1.73, -0.73], [-3.16, 3.84, 1.65], [-1.43, 2.05, 1.68], [-3.32, -0.09, -1.26], [-5.18, 1.59, -1.40]], "mulliken_charge": [4.90, -0.90, 1.64, -1.95, -1.02, -0.89, -0.18, 0.26, -1.47, -1.34, 0.84, -0.28, -0.37, 0.72, 0.37, -0.56, -1.31, -0.47, 0.42, -1.58, -1.59, 0.68, -1.51, -0.90, 0.67, -0.10, -0.34, -1.26, 0.26, 1.69, -1.39, -1.96, 1.48, -1.11, -1.69, 0.44, -0.17, 0.35, -0.26, 0.39, 0.42, 0.45, 0.54, 0.51, 0.06, 0.23, 0.54, 0.16, 0.41, 0.38, -0.92, 0.74, 0.52, 0.17, 0.58, 0.03, 0.32, 0.41, 0.46, 0.46, 0.27, 0.40, 0.43, 0.29, 0.60, -0.70, 0.49, -0.58, 0.32, 0.38, 0.28, 0.32, 0.43, 0.47, -0.28, 0.29, 0.52, -0.19, 0.38, 0.37, 0.47, -0.74, -0.11, -0.98, 0.17, -0.80, -0.59, -0.61, -1.16, 1.53, -0.10, 0.46, 0.39, 0.38, 0.50, -0.50, -0.30, 0.33, -1.10, -0.10, 1.78, -0.94, -0.92, 0.62, 0.04, 0.25, 0.56], "relative_energy_kcal_mol": 0.37, "lumo_ev": [-0.774, -1.139], "homo_lumo_gap_ev": [6.55, 6.15]}


3.
{"formula": "C40H54CsN12SSi2", "method": "ωB97M-V/def2-TZVPD", "symbols": ["Cs", "C", "Si", "C", "C", "N", "C", "C", "C", "C", "C", "C", "N", "Si", "C", "C", "C", "H", "H", "H", "H", "H", "H", "H", "H", "H", "H", "H", "H", "H", "H", "H", "H", "H", "H", "H", "H", "H", "H", "C", "N", "C", "N", "C", "N", "C", "N", "C", "C", "H", "H", "H", "H", "H", "H", "H", "H", "H", "H", "H", "H", "N", "C", "C", "C", "C", "C", "C", "C", "N", "C", "C", "N", "C", "H", "H", "H", "H", "H", "H", "H", "N", "C", "S", "C", "C", "C", "N", "C", "C", "H", "H", "H", "H", "H", "H", "N", "C", "C", "C", "C", "C", "C", "H", "H", "H", "H", "H", "H", "H"], "coordinates": [[16.59, 10.63, 18.45], [15.09, 11.64, 23.91], [15.97, 10.44, 22.75], [16.55, 9.00, 23.84], [14.52, 9.78, 21.67], [17.36, 11.01, 21.82], [18.60, 11.08, 22.21], [19.04, 11.23, 23.57], [20.36, 11.12, 23.93], [21.33, 10.78, 22.95], [21.02, 10.50, 21.64], [19.71, 10.83, 21.15], [19.45, 10.91, 19.88], [20.66, 10.96, 18.56], [21.51, 9.24, 18.23], [21.94, 12.21, 19.07], [19.95, 11.45, 16.88], [14.22, 11.07, 24.35], [14.70, 12.56, 23.39], [15.62, 11.98, 24.78], [15.65, 8.44, 24.13], [17.08, 9.33, 24.73], [17.25, 8.35, 23.29], [13.67, 9.63, 22.33], [14.76, 8.77, 21.22], [14.19, 10.45, 20.84], [18.26, 11.43, 24.29], [20.64, 11.12, 24.97], [22.37, 10.62, 23.25], [21.73, 10.14, 20.90], [22.62, 9.32, 18.16], [21.14, 8.72, 17.30], [21.27, 8.59, 19.11], [22.57, 12.00, 19.97], [21.44, 13.21, 19.11], [22.64, 12.18, 18.23], [19.29, 10.70, 16.50], [20.80, 11.39, 16.18], [19.50, 12.45, 16.81], [15.62, 14.15, 19.50], [16.72, 13.67, 18.60], [17.98, 13.89, 19.38], [18.24, 15.29, 19.70], [17.08, 15.68, 20.56], [15.77, 15.57, 19.90], [15.87, 16.42, 18.70], [16.95, 16.03, 17.79], [16.74, 14.61, 17.41], [18.18, 16.14, 18.51], [15.70, 13.46, 20.40], [14.62, 13.98, 19.07], [18.80, 13.48, 18.76], [17.86, 13.31, 20.29], [17.22, 16.70, 20.86], [17.10, 15.07, 21.49], [16.07, 17.45, 19.00], [14.92, 16.33, 18.14], [17.57, 14.30, 16.82], [15.79, 14.50, 16.91], [18.30, 17.16, 18.82], [18.97, 15.77, 17.86], [10.41, 8.86, 9.07], [11.19, 9.30, 9.80], [12.25, 9.75, 10.63], [13.53, 9.93, 10.12], [14.57, 10.34, 11.00], [14.29, 10.50, 12.37], [12.96, 10.43, 12.86], [11.96, 10.01, 11.99], [15.38, 10.85, 13.28], [16.41, 11.76, 12.97], [17.14, 11.88, 14.16], [16.58, 11.08, 15.16], [15.58, 10.42, 14.56], [13.80, 9.77, 9.05], [15.54, 10.58, 10.60], [12.66, 10.59, 13.92], [10.95, 9.83, 12.34], [16.58, 12.28, 12.02], [17.95, 12.53, 14.38], [14.95, 9.71, 15.04], [9.08, 9.65, 19.31], [9.28, 10.24, 18.17], [8.20, 11.42, 17.60], [10.61, 10.04, 17.58], [11.24, 11.01, 16.77], [12.57, 10.86, 16.46], [13.35, 9.83, 16.86], [12.74, 8.89, 17.57], [11.36, 8.90, 17.83], [8.19, 9.76, 19.77], [9.76, 9.01, 19.64], [10.73, 11.89, 16.38], [13.04, 11.67, 15.92], [13.37, 8.09, 17.87], [10.92, 8.03, 18.33], [17.05, 7.37, 18.56], [16.41, 6.59, 17.58], [15.23, 5.92, 17.85], [14.84, 4.84, 17.01], [15.53, 4.65, 15.80], [16.52, 5.58, 15.43], [16.98, 6.52, 16.30], [16.83, 7.02, 19.49], [18.04, 7.50, 18.38], [14.64, 6.20, 18.76], [14.00, 4.20, 17.23], [15.36, 3.79, 15.13], [16.97, 5.49, 14.42], [17.78, 7.19, 16.01]], "mulliken_charge": [0.53, -1.09, 0.06, -1.07, -0.85, 0.21, 0.08, -0.38, -0.78, -0.64, -0.52, 0.18, 0.18, 0.20, -1.26, -1.05, -0.77, 0.27, 0.28, 0.39, 0.34, 0.34, 0.27, 0.39, 0.06, 0.26, 0.40, 0.35, 0.29, 0.46, 0.37, 0.31, 0.31, 0.35, 0.22, 0.38, 0.20, 0.48, 0.02, -0.52, 0.38, 0.22, 0.17, -0.71, 0.07, -0.78, 0.05, -0.85, -0.82, 0.16, 0.32, -0.79, 0.25, 0.42, 0.33, 0.36, 0.35, 0.27, 0.33, 0.38, 0.38, -0.51, 0.06, 0.62, -0.74, -0.49, 0.50, -0.13, -0.85, 0.31, -0.68, -0.56, 0.16, -0.90, 0.36, 0.44, 0.23, 0.49, 0.36, 0.51, 0.83, -0.34, 0.39, -0.55, 0.32, -0.65, -0.82, -0.02, -0.41, -0.86, 0.19, 0.16, 0.34, 0.76, 0.25, 0.43, -0.34, 0.85, -0.36, -0.72, -0.46, -0.55, -0.32, 0.21, 0.07, 0.29, 0.38, 0.36, 0.34, 0.33], "relative_energy_kcal_mol": 0.00, "lumo_ev": [1.571, 1.572], "charge": -1, "homo_lumo_gap_ev": [5.32, 3.62]}


4.
{"formula": "C40H54I2N2O6", "method": "ωB97M-V/def2-TZVPD", "symbols": ["C", "C", "O", "O", "C", "C", "C", "C", "C", "C", "C", "C", "C", "C", "O", "C", "C", "C", "C", "C", "C", "I", "C", "C", "I", "C", "C", "O", "H", "H", "H", "H", "H", "H", "H", "H", "H", "H", "H", "H", "H", "H", "H", "H", "H", "H", "C", "C", "C", "C", "C", "C", "N", "O", "C", "C", "C", "H", "H", "H", "H", "H", "H", "H", "H", "H", "H", "H", "H", "H", "H", "H", "H", "H", "H", "C", "C", "C", "C", "C", "C", "N", "O", "C", "C", "C", "H", "H", "H", "H", "H", "H", "H", "H", "H", "H", "H", "H", "H", "H", "H", "H", "H", "H"], "coordinates": [[-0.09, -0.04, 3.82], [1.08, 0.99, 3.59], [0.82, 2.14, 3.39], [2.43, 0.58, 3.62], [2.56, -0.41, 2.54], [4.08, -0.57, 2.09], [4.25, 0.16, 0.68], [3.83, -0.80, -0.46], [4.56, -2.06, -0.69], [4.23, -3.02, -1.73], [3.06, -2.74, -2.58], [2.33, -1.51, -2.34], [2.68, -0.52, -1.31], [1.80, 0.74, -1.23], [2.16, 1.85, -0.89], [0.29, 0.55, -1.60], [-0.78, 1.33, -0.99], [-2.18, 1.13, -1.34], [-2.54, 0.08, -2.31], [-1.51, -0.73, -2.94], [-1.82, -1.86, -3.96], [-1.97, -1.53, -6.07], [-1.99, -3.11, -3.43], [-2.26, -4.40, -4.25], [-1.86, -3.37, -1.28], [-0.10, -0.48, -2.59], [1.08, -1.26, -3.23], [1.07, -1.62, -4.39], [0.10, -1.04, 3.37], [-1.02, 0.43, 3.39], [-0.30, -0.16, 4.92], [1.99, -0.02, 1.66], [2.15, -1.37, 2.94], [4.27, -1.67, 1.99], [4.75, -0.12, 2.88], [3.64, 1.09, 0.75], [5.33, 0.49, 0.57], [5.43, -2.31, -0.03], [4.80, -3.95, -1.91], [2.81, -3.47, -3.37], [-0.54, 2.11, -0.23], [-2.94, 1.76, -0.83], [-3.62, -0.06, -2.57], [-2.05, -4.30, -5.34], [-1.58, -5.20, -3.83], [-3.31, -4.77, -4.04], [-9.21, -4.43, 0.84], [-7.77, -4.97, 0.68], [-7.39, -5.74, 1.96], [-7.17, -4.82, 3.15], [-6.16, -3.72, 2.82], [-6.43, -2.97, 1.51], [-6.81, -3.87, 0.38], [-5.70, -4.42, -0.08], [-7.55, -1.92, 1.71], [-5.19, -2.11, 1.19], [-7.89, -5.96, -0.50], [-9.94, -5.23, 0.73], [-9.41, -4.00, 1.82], [-9.44, -3.68, 0.08], [-6.47, -6.32, 1.78], [-8.16, -6.47, 2.20], [-8.11, -4.37, 3.48], [-6.80, -5.40, 4.00], [-6.12, -3.01, 3.65], [-5.17, -4.18, 2.78], [-7.82, -1.45, 0.76], [-7.21, -1.12, 2.38], [-8.45, -2.31, 2.16], [-4.27, -2.71, 1.16], [-5.04, -1.35, 1.96], [-5.29, -1.60, 0.23], [-8.24, -5.44, -1.40], [-8.61, -6.74, -0.26], [-6.96, -6.46, -0.74], [3.63, 5.08, -0.91], [5.07, 4.54, -1.06], [5.46, 3.82, 0.24], [5.69, 4.77, 1.40], [6.69, 5.86, 1.04], [6.41, 6.58, -0.30], [6.03, 5.64, -1.40], [7.14, 5.08, -1.85], [5.29, 7.63, -0.12], [7.65, 7.42, -0.65], [4.95, 3.52, -2.20], [2.90, 4.27, -0.99], [3.43, 5.54, 0.06], [3.40, 5.81, -1.69], [6.38, 3.23, 0.08], [4.69, 3.09, 0.51], [4.74, 5.22, 1.72], [6.06, 4.22, 2.27], [6.73, 6.60, 1.85], [7.68, 5.40, 1.00], [5.02, 8.07, -1.08], [5.63, 8.45, 0.52], [4.39, 7.24, 0.35], [8.56, 6.83, -0.66], [7.80, 8.21, 0.10], [7.54, 7.91, -1.62], [4.59, 4.01, -3.12], [4.23, 2.74, -1.95], [5.88, 3.02, -2.43]], "mulliken_spin": [0.00, 0.00, 0.00, 0.00, 0.00, 0.00, 0.00, 0.00, 0.00, 0.00, 0.00, 0.00, 0.00, 0.00, 0.00, 0.00, 0.00, 0.00, 0.00, 0.00, 0.00, 0.00, 0.00, 0.00, 0.00, 0.00, 0.00, 0.00, 0.00, 0.00, 0.00, 0.00, 0.00, 0.00, 0.00, 0.00, 0.00, 0.00, 0.00, 0.00, 0.00, 0.00, 0.00, 0.00, 0.00, 0.00, 0.02, 0.02, 0.02, -0.02, 0.02, 0.03, 0.32, 0.60, 0.02, -0.02, -0.01, 0.00, 0.00, -0.01, 0.00, 0.00, 0.00, 0.00, 0.00, 0.00, -0.01, 0.00, 0.00, 0.00, 0.00, 0.00, 0.00, 0.00, 0.00, 0.03, 0.02, 0.02, -0.02, 0.02, 0.03, 0.31, 0.60, 0.01, -0.01, -0.01, 0.00, 0.00, -0.02, 0.00, 0.01, 0.00, 0.00, 0.00, 0.00, -0.01, 0.00, 0.00, 0.00, 0.00, 0.00, 0.00, 0.00, 0.00], "spin_multiplicity": 3, "lumo_ev": [-0.934, -0.934], "homo_lumo_gap_ev": [7.56, 7.83]}